{"formula": "C9H10HfN3O4S", "method": "ωB97M-V/def2-TZVPD", "symbols": ["Hf", "O", "C", "O", "C", "C", "C", "C", "C", "N", "C", "O", "O", "H", "H", "H", "H", "C", "N", "C", "N", "S", "H", "H", "H", "H", "H", "H"], "coordinates": [[-0.183167, -1.100282, -0.360455], [3.670273, -2.165612, -1.768193], [2.601747, -1.986580, -1.124757], [1.560902, -1.414806, -1.577271], [2.515973, -2.476378, 0.296157], [3.416779, -3.226681, 1.045857], [3.053192, -3.566247, 2.357604], [1.840903, -3.135189, 2.898984], [0.979984, -2.403782, 2.077334], [1.326301, -2.109945, 0.820862], [-0.412022, -1.857520, 2.437047], [-0.891720, -1.852511, 3.511125], [-1.038323, -1.357582, 1.314187], [3.740027, -1.842813, -2.699505], [4.371078, -3.546473, 0.646032], [3.728329, -4.167739, 2.958147], [1.559727, -3.359099, 3.922192], [-5.050268, -0.359173, 0.856858], [-3.752156, -0.433078, 0.195583], [-3.464734, 0.214863, -0.906327], [-4.293377, 1.020782, -1.518911], [-1.871363, -0.008641, -1.740553], [-5.013847, -0.950574, 1.767327], [-5.838584, -0.765242, 0.221533], [-5.300610, 0.667763, 1.123453], [-3.062397, -1.037727, 0.641337], [-5.227347, 1.210337, -1.167195], [-4.055681, 1.465022, -2.399451]], "forces_ev_per_a": [[-0.104, 0.892, -2.042], [0.396, -0.103, -0.145], [-0.160, -0.159, 0.457], [-0.240, 0.080, 0.280], [0.331, -0.351, 0.269], [-0.256, 0.374, -0.489], [-0.259, 0.132, 0.136], [-0.211, 0.175, -0.127], [0.077, -0.093, 0.153], [0.291, -0.264, 0.403], [0.580, -0.809, 1.620], [0.176, -0.025, -0.437], [0.131, 0.046, -0.281], [-0.280, -0.027, 0.303], [-0.020, 0.039, -0.103], [-0.032, 0.067, -0.020], [-0.009, -0.023, -0.044], [-0.620, 0.099, 0.188], [0.270, -0.174, 0.079], [0.605, -0.409, -0.035], [-0.214, 0.166, -0.140], [-0.486, 0.019, 0.226], [0.055, 0.033, -0.020], [0.064, -0.046, -0.080], [0.100, 0.042, 0.041], [-0.329, 0.455, -0.372], [0.092, -0.074, 0.048], [0.053, -0.065, 0.133]], "mulliken_charge": [1.570, -0.303, 0.588, -0.745, 0.331, -0.423, -0.352, -0.550, 0.558, -0.113, 0.285, -0.345, -0.459, 0.459, 0.532, 0.505, 0.508, -1.122, 0.003, 1.039, -0.343, -0.422, 0.357, 0.425, 0.416, 0.120, 0.246, 0.236], "total_charge": 3, "homo_lumo_gap_ha": 0.2652}